# 1
# C27H30CaCl2N5O4S

A structure of composition C27H30CaCl2N5O4S (wB97M-V/def2-TZVPD, the OMol25 dataset).

Geometry as XYZ:
```
70
C27H30CaCl2N5O4S, DFT wB97M-V/def2-TZVPD
Ca 0.87668 -0.67717 -0.06098
O 2.83885 -0.25056 -1.04698
C 3.06891 0.07191 -2.26302
C 4.17265 0.91352 -2.58510
C 4.42933 1.31113 -3.87672
C 3.63917 0.87057 -4.94386
C 2.60631 -0.00537 -4.67328
C 2.29646 -0.42406 -3.37542
C 1.26384 -1.45444 -3.24674
N 0.74729 -1.84385 -2.15541
C -0.21924 -2.91745 -2.05183
C 0.15640 -3.79400 -0.84546
N 0.27574 -2.98941 0.35875
C -0.26141 -3.34085 1.45899
C -0.13185 -2.67008 2.74730
C -0.86575 -3.21406 3.80928
C -0.76868 -2.73829 5.10111
C 0.12015 -1.68393 5.35135
C 0.86094 -1.11550 4.34411
C 0.76028 -1.55894 2.98901
O 1.46704 -1.02642 2.07841
H 4.79398 1.23876 -1.75849
H 5.26642 1.97471 -4.06970
H 3.85048 1.18588 -5.95739
H 1.99964 -0.38852 -5.48890
H 0.95424 -1.91683 -4.19550
H -0.27273 -3.51228 -2.97356
H -1.20126 -2.46897 -1.87566
H 1.13913 -4.23403 -1.04447
H -0.56920 -4.60976 -0.71512
H -0.84218 -4.27662 1.49067
H -1.52754 -4.04875 3.59479
H -1.35164 -3.17684 5.90050
H 0.23069 -1.30802 6.36417
H 1.54961 -0.30181 4.53733
Cl 2.89720 1.99862 1.34035
C 2.25731 2.97309 0.01084
Cl 0.77804 2.32454 -0.71463
H 3.01501 3.01908 -0.76382
H 2.01743 3.95391 0.40439
C -0.03397 3.02663 -4.93495
C -0.69044 1.73287 -4.54802
C -0.93310 0.73388 -5.49059
C -1.48985 -0.43100 -5.00006
N -1.78005 -0.62638 -3.72182
C -1.52593 0.39300 -2.86994
S -1.84277 0.18322 -1.18072
N -0.99569 1.57433 -3.27143
H -0.43037 3.41035 -5.87683
H 1.04020 2.86726 -5.06235
H -0.18024 3.76057 -4.14524
H -0.69450 0.86169 -6.53802
H -1.70306 -1.26284 -5.66910
O -0.53649 2.38933 2.55042
C -1.27245 1.30449 2.31851
O -0.91162 0.38363 1.64151
C -2.64286 1.29630 2.99359
N -2.85958 2.54060 3.75513
C -3.06935 2.20668 5.17377
C -2.36318 0.86459 5.32490
C -2.72947 0.15923 4.02163
H -3.36645 1.16356 2.18764
H -3.60007 3.10605 3.36772
H -1.11293 2.95116 3.11631
H -4.13524 2.09422 5.40797
H -2.66053 2.98680 5.81766
H -2.68191 0.31903 6.21208
H -1.28153 1.00550 5.38176
H -3.75649 -0.20955 4.07217
H -2.07780 -0.67413 3.76700
```

Results
- HOMO: -4.313 eV
- Total charge: -1
- Energy above the lowest of the compared OMol25 structures with the same formula, charge and spin: 90.5 kJ/mol


# 2
# C27H30ClFN6O2PSiTi

A structure of composition C27H30ClFN6O2PSiTi (wB97M-V/def2-TZVPD, the OMol25 dataset).

Geometry as XYZ:
```
70
C27H30ClFN6O2PSiTi, DFT wB97M-V/def2-TZVPD
Ti -0.31571 1.08976 0.15400
C 5.00430 0.08507 0.17648
N 3.84806 0.94695 0.17620
C 3.78791 2.22804 -0.33715
C 2.49573 2.62439 -0.22450
N 1.76805 1.59797 0.31879
C 2.59853 0.59104 0.56631
P 2.14943 -0.98092 1.36099
C 0.99488 -0.25696 2.56066
N -0.04995 0.48329 2.20871
C -0.72842 0.83225 3.34778
C -0.11966 0.23996 4.41044
N 0.97225 -0.43088 3.90969
C 1.85660 -1.28838 4.66645
C 1.48904 0.27904 -2.30333
N 0.23327 0.56783 -1.84369
C -0.69751 0.41496 -2.86508
C -0.03959 0.02900 -3.97918
N 1.29567 -0.04575 -3.61247
C 2.36124 -0.44273 -4.49791
H 5.90602 0.69309 0.23512
H 4.95080 -0.57450 1.04249
H 5.03242 -0.52152 -0.73037
H 4.65721 2.72063 -0.73663
H 2.03225 3.55248 -0.51220
H -1.59620 1.46785 3.31456
H -0.35909 0.22930 5.45981
H 2.13822 -0.79740 5.59841
H 1.37263 -2.24190 4.87917
H 2.74673 -1.46904 4.06624
H -1.75057 0.58182 -2.72527
H -0.39084 -0.18636 -4.97475
H 2.44574 0.24125 -5.34577
H 3.28424 -0.41867 -3.92422
H 2.19992 -1.45433 -4.87760
Cl -3.43465 5.99535 -4.76739
C -3.40416 4.73327 -3.55831
C -4.54406 3.97271 -3.35181
C -4.51624 2.97917 -2.38836
C -3.36097 2.73363 -1.65493
C -2.23103 3.51180 -1.87828
C -2.24988 4.52243 -2.82983
C -3.37356 1.62380 -0.62295
O -4.43370 1.20351 -0.20040
O -2.21114 1.15924 -0.29046
H -5.43383 4.16214 -3.93664
H -5.38971 2.37247 -2.18671
H -1.34563 3.35694 -1.27928
H -1.37733 5.13746 -3.00175
F -0.58932 2.82645 0.91870
C -2.22722 -1.83122 -0.44693
Si -0.39671 -1.70912 0.10359
C 0.46759 -2.71703 -1.24200
C -0.43981 -2.75680 1.69939
C -1.42852 -2.52891 2.66107
C -1.48627 -3.26597 3.83760
C -0.55842 -4.27158 4.07656
C 0.42772 -4.52500 3.13181
C 0.48554 -3.77003 1.96621
H -2.52041 -2.88891 -0.47059
H -2.91992 -1.28704 0.19309
H -2.33861 -1.42418 -1.45466
H 0.22002 -2.27689 -2.21195
H 0.08631 -3.74411 -1.22509
H 1.55462 -2.73542 -1.15047
H -2.16717 -1.75273 2.49123
H -2.26109 -3.05673 4.56656
H -0.60586 -4.85474 4.98918
H 1.15609 -5.30976 3.30364
H 1.27370 -3.97080 1.24794
```

Results
- HOMO (alpha / beta): -3.258 / -3.704 eV
- Total charge: -1
- Energy above the lowest of the compared OMol25 structures with the same formula, charge and spin: 0.0 kJ/mol


# 3
# C27H30F9GaNO10

A structure of composition C27H30F9GaNO10 in a non-equilibrium geometry (wB97M-V/def2-TZVPD, the OMol25 dataset).

Geometry as XYZ:
```
78
C27H30F9GaNO10, DFT wB97M-V/def2-TZVPD
O -3.96468 4.97936 -1.84849
C -4.39044 3.93357 -2.27708
O -5.69967 3.91629 -2.80308
C -3.63397 2.62720 -2.31624
C -3.86007 1.78656 -1.01038
Ga -2.82732 2.58880 0.56591
O -1.25025 1.60573 1.05041
C -0.47555 1.39679 0.01147
O -0.69545 0.48315 -0.78595
C 0.70498 2.29796 -0.25829
C 1.60181 1.91785 -1.22795
C 2.69028 2.68118 -1.56539
C 2.89925 3.88127 -0.91164
C 2.02745 4.24987 0.08077
C 0.94293 3.47943 0.41067
C -4.10473 2.89991 2.11933
C -4.04095 2.24952 3.34440
C -4.95407 2.58732 4.33323
C -5.87722 3.55850 4.04890
N -6.00078 4.20222 2.89640
C -5.10764 3.84915 1.97905
H -5.67806 4.38812 -3.64174
H -2.56733 2.79675 -2.46798
H -4.06492 2.05188 -3.14703
H -3.55169 0.74834 -1.15255
H -4.93373 1.87056 -0.79562
H -2.31679 4.04174 0.09965
H 1.43993 0.97705 -1.73906
H 3.34843 2.33984 -2.35104
H 3.73965 4.51142 -1.18289
H 2.21863 5.19148 0.58848
H 0.23867 3.77709 1.18128
H -3.27517 1.49691 3.51548
H -4.92515 2.12902 5.31706
H -6.57018 3.83840 4.84619
H -5.16810 4.36492 1.01778
C 3.59603 -1.88928 3.18483
C 2.98232 -0.59604 2.69374
O 3.98987 0.35981 2.31403
C 4.54364 0.17762 1.12404
O 4.29030 -0.70365 0.35793
C 5.53821 1.30852 0.83587
F 6.35690 1.54690 1.87420
F 4.87525 2.43594 0.57711
F 6.31282 1.03597 -0.21495
H 4.29680 -1.69523 3.99937
H 2.82520 -2.56777 3.53421
H 4.15574 -2.38611 2.39234
H 2.41234 -0.12833 3.49394
H 2.29536 -0.76632 1.86502
C -2.06028 -6.22505 3.82526
C -1.31058 -5.71594 2.61270
O 0.00154 -5.24381 2.97172
C 0.93105 -6.17060 3.14908
O 0.77970 -7.35126 3.03937
C 2.26906 -5.49967 3.48059
F 2.13630 -4.54816 4.41828
F 2.79890 -4.91759 2.39464
F 3.16909 -6.36875 3.93609
H -2.09975 -5.45689 4.59854
H -3.07701 -6.50697 3.55349
H -1.56558 -7.09422 4.25866
H -1.83079 -4.86109 2.18584
H -1.23826 -6.47501 1.83415
C 0.96416 -3.04204 -6.86505
C 1.16941 -2.73249 -5.39697
O 1.98552 -1.56287 -5.22059
C 1.36677 -0.39677 -5.37875
O 0.21506 -0.24897 -5.65291
C 2.34581 0.75352 -5.11422
F 3.51733 0.57092 -5.74537
F 2.61134 0.85941 -3.80693
F 1.85911 1.92040 -5.52404
H 1.92538 -3.13411 -7.37326
H 0.40910 -3.97236 -6.98478
H 0.41174 -2.24487 -7.36174
H 1.70574 -3.54860 -4.91642
H 0.22124 -2.61332 -4.87319
```

Results
- HOMO: -5.169 eV
- Total charge: -1


# 4
# C27H30MnN2O2PSi

A structure of composition C27H30MnN2O2PSi in a non-equilibrium geometry (wB97M-V/def2-TZVPD, the OMol25 dataset).

Geometry as XYZ:
```
64
C27H30MnN2O2PSi, DFT wB97M-V/def2-TZVPD
Mn -1.59207 0.60989 -0.13353
C 6.24157 2.93813 -0.91422
C 5.61332 2.99805 -2.15027
C 4.34030 2.45755 -2.30776
C 3.66671 1.86290 -1.24097
C 4.31526 1.81022 -0.00630
C 5.58981 2.33898 0.15853
P 1.96148 1.20964 -1.55040
C 1.87604 -0.07339 -0.25048
C 2.38311 -1.33858 -0.54758
C 2.33483 -2.35806 0.39398
C 1.75275 -2.12745 1.63985
C 1.23043 -0.87640 1.93285
C 1.30165 0.14498 0.99375
C 0.89354 2.56002 -0.89776
C 1.40895 3.82317 -0.60995
C 0.56091 4.87576 -0.26142
C -0.80666 4.66159 -0.25707
C -1.29051 3.38709 -0.57105
C -0.48854 2.28188 -0.86045
H 7.23497 3.35230 -0.78594
H 6.11475 3.45853 -2.99306
H 3.85522 2.49809 -3.27754
H 3.81300 1.34853 0.83751
H 6.07281 2.28551 1.12823
H 2.80212 -1.52738 -1.53123
H 2.72880 -3.33944 0.15029
H 1.69899 -2.92525 2.37238
H 0.74841 -0.68255 2.88381
H 0.87261 1.10671 1.24378
H 2.47789 3.99964 -0.63826
H 0.97352 5.84520 -0.00462
H -1.48853 5.46824 -0.01035
H -2.37233 3.26698 -0.59853
C -5.56240 0.44003 1.64658
C -4.13560 0.65067 1.25020
N -3.72640 0.47761 0.05545
O -4.67674 -0.01371 -0.85026
C -3.16540 1.06613 2.27707
C -3.57686 1.50341 3.64408
N -1.89255 1.00355 1.91554
O -1.00707 1.34031 2.75451
H -6.03811 -0.29700 1.00862
H -6.11306 1.37720 1.54679
H -5.62165 0.12520 2.68587
H -4.11246 -0.37549 -1.54814
H -4.41500 2.20660 3.61623
H -2.72035 1.98763 4.10719
H -3.87328 0.66495 4.28658
C -2.66341 -4.81937 -2.04446
Si -1.06991 -4.23814 -1.29374
C -0.87048 -5.03159 0.36269
C 0.32287 -4.76329 -2.38903
C -1.10835 -2.46077 -1.10054
C -1.14783 -1.24605 -0.94574
H -2.69817 -5.91284 -2.12348
H -2.78655 -4.39383 -3.04676
H -3.51025 -4.48667 -1.43281
H -0.83246 -6.12548 0.29321
H -1.70955 -4.74580 1.00785
H 0.04874 -4.67195 0.83884
H 0.33888 -5.85367 -2.50263
H 1.28406 -4.43937 -1.97561
H 0.21423 -4.30932 -3.38032
```

Results
- HOMO (alpha / beta): -4.283 / -4.842 eV
- Total charge: -1
- Multiplicity: 6
- Energy above the lowest of the compared OMol25 structures with the same formula, charge and spin: 86.7 kJ/mol